Record 1
Computed, not measured: C3H6FNOS in the gas phase in a non-equilibrium geometry, with ωB97M-V with the def2-TZVPD basis set.

Calculated values
ΔE to the lowest compared entry with this formula, charge and spin   249.4 kJ/mol
Structure (SMILES)   C[C@H](F)C(=O)NS
Total charge   0
Electronic energy   -20296.27222 eV
Gap between HOMO and LUMO   9.434 eV
M   123.15 g/mol
Highest occupied orbital energy   -9.6316 eV

Structure (XYZ):
```
13
C3H6FNOS, DFT ωB97M-V with the def2-TZVPD basis set
S 2.76 -0.46 -0.15
F -0.24 -1.53 0.64
O -0.47 1.78 0.36
N 1.64 0.90 -0.15
C -0.43 -0.48 -0.28
C -2.02 -0.42 -0.35
C 0.22 0.78 0.13
H 2.03 1.76 0.40
H 3.10 -0.45 1.49
H -2.41 -1.40 -0.73
H 0.33 -0.62 -1.20
H -2.26 -0.30 0.78
H -2.26 0.45 -0.95
```

Record 2
Computed, not measured: CN2O2S in the gas phase in a non-equilibrium geometry, with ωB97M-V with the def2-TZVPD basis set.

Calculated values
ΔE to the lowest compared entry with this formula, charge and spin   352.7 kJ/mol
Structure (SMILES)   S=c1onno1
Total charge   0
Electronic energy   -18943.56462 eV
Gap between HOMO and LUMO   9.776 eV
M   104.09 g/mol
Highest occupied orbital energy   -9.8326 eV

Structure (XYZ):
```
6
CN2O2S, DFT ωB97M-V with the def2-TZVPD basis set
S -1.39 -1.73 -0.83
O 0.88 -0.25 -0.63
O -0.63 0.35 0.74
N 1.21 0.89 0.13
N 0.35 1.25 0.86
C -0.41 -0.51 -0.27
```

Record 3
Computed, not measured: 6 unconnected molecules or ions with the total composition C6H20O6 in a non-equilibrium geometry, with ωB97M-V with the def2-TZVPD basis set.

Calculated values
ΔE to the lowest compared entry with this formula, charge and spin   496.5 kJ/mol
Structure (SMILES)   CC(C)=C/C=C/O.O.O.O.O.O
Total charge   0
Electronic energy   -18828.01159 eV
Gap between HOMO and LUMO   8.761 eV
M   188.22 g/mol
Highest occupied orbital energy   -8.2259 eV

Structure (XYZ):
```
32
C6H20O6, DFT ωB97M-V with the def2-TZVPD basis set
O 2.46 -1.42 -0.25
O 1.28 -1.61 2.04
O 1.39 2.72 -2.04
O 0.99 -2.61 -2.06
O 0.05 -3.19 0.43
O 0.39 0.47 3.66
C -1.13 -0.08 -0.93
C -1.41 1.89 0.61
C -0.41 0.59 2.48
C -1.66 1.23 -0.48
C -0.50 1.71 1.78
C -2.48 1.98 -1.49
H -0.57 -0.43 2.22
H -1.68 -0.52 -1.75
H 1.17 3.23 -2.87
H -0.13 0.07 -1.51
H 0.06 -2.65 -0.39
H -1.76 2.39 -2.26
H 0.12 -4.11 0.13
H 3.06 -1.78 0.41
H -0.96 -0.84 -0.04
H 1.90 3.39 -1.67
H -3.10 1.19 -2.02
H 1.72 -0.95 0.12
H 0.88 -2.15 1.50
H -1.96 2.82 0.68
H -3.32 2.45 -0.96
H 1.61 -2.06 -1.51
H 1.33 0.80 3.66
H 0.99 -1.76 2.86
H 1.47 -3.39 -2.41
H 0.21 2.59 2.05
```

Record 4
Computed, not measured: 2 unconnected molecules or ions with the total composition C3HF5O in a non-equilibrium geometry, with ωB97M-V with the def2-TZVPD basis set.

Calculated values
ΔE to the lowest compared entry with this formula, charge and spin   428.2 kJ/mol
Total charge   0
Electronic energy   -18756.11781 eV
Gap between HOMO and LUMO (alpha / beta)   8.776 / 8.777 eV
M   148.03 g/mol
Highest occupied orbital energy (alpha / beta)   -11.1146 / -11.1162 eV

Structure (XYZ):
```
10
C3HF5O, DFT ωB97M-V with the def2-TZVPD basis set
F 1.68 -1.43 -0.70
F 0.58 -1.34 1.16
F 1.48 1.70 -0.59
F 0.17 1.45 1.16
F -0.69 -0.11 -1.96
O -2.28 -0.34 0.39
C 0.58 0.85 -0.01
C -0.36 -0.06 -0.67
C 0.77 -0.74 0.01
H -1.94 0.01 1.21
```